1.
Entry from OMol25: 2 unconnected molecules or ions with the total composition CH5N2P (ωB97M-V/def2-TZVPD).

Last column: Mulliken charge in e.
Cartesian coordinates (Å):
C (0.263, -1.680, -1.143)  -0.343
N (-0.944, 2.057, 0.898)  -0.663
N (0.964, -1.424, -0.077)  0.026
P (1.934, -1.187, 1.075)  -0.166
H (0.621, -2.485, -1.749)  0.263
H (-0.967, 1.130, 0.502)  0.218
H (-0.721, -1.372, -1.061)  0.228
H (-0.057, 2.256, 1.395)  0.228
H (-1.093, 2.706, 0.160)  0.209

- E_tot (Eh) = -491.88186
- spin multiplicity = 1
- relative energy (zero: lowest compared OMol25 entry of this formula, charge and spin) (kcal/mol) = 41.1
- E_LUMO (eV) = -0.44
- highest occupied orbital energy (Ha) = -0.2749

2.
Entry from OMol25: 2 unconnected molecules or ions with the total composition CH5N2P (ωB97M-V/def2-TZVPD).

Last column: Mulliken charge in e.
Cartesian coordinates (Å):
C (1.412, 0.280, 0.169)  -0.349
N (-1.783, -0.394, 0.458)  -0.349
N (1.558, 0.848, -1.031)  -0.467
P (-1.722, 0.443, -0.897)  -0.156
H (1.753, -0.764, 0.379)  0.224
H (0.776, 0.716, 0.880)  0.353
H (-2.280, -0.121, 1.371)  0.266
H (-1.758, -1.449, 0.562)  0.256
H (2.044, 0.442, -1.891)  0.222

- E_tot (Eh) = -491.83716
- spin multiplicity = 1
- relative energy (zero: lowest compared OMol25 entry of this formula, charge and spin) (kcal/mol) = 69.2
- E_LUMO (alpha / beta) (eV) = -0.02 / -0.01
- highest occupied orbital energy (alpha / beta) (Ha) = -0.2526 / -0.2525

3.
Entry from OMol25: 2 unconnected molecules or ions with the total composition CH5N2P (ωB97M-V/def2-TZVPD).

Last column: Mulliken charge in e.
Cartesian coordinates (Å):
C (-2.624, -0.400, 0.310)  -0.242
N (2.873, 0.630, -0.026)  -0.353
N (-1.442, -0.635, -0.048)  -0.436
P (2.854, -0.949, -0.495)  -0.136
H (-3.529, -0.090, -0.199)  0.237
H (-2.828, -0.848, 1.264)  0.222
H (3.732, 1.267, -0.171)  0.253
H (2.079, 1.230, 0.258)  0.241
H (-1.116, -0.206, -0.894)  0.213

- E_tot (Eh) = -491.84748
- spin multiplicity = 3
- relative energy (zero: lowest compared OMol25 entry of this formula, charge and spin) (kcal/mol) = 0.0
- E_LUMO (alpha / beta) (eV) = 1.02 / -0.28
- highest occupied orbital energy (alpha / beta) (Ha) = -0.2500 / -0.3667
- ⟨S²⟩ = 2.00

Question: What is the formula in the third record?
Answer: CH5N2P